{
  "formula": "C45H43BBrF4N12O3Ru",
  "method": "the ωB97M-V functional and the def2-TZVPD basis",
  "symbols": ["Ru", "Br", "F", "F", "F", "F", "O", "O", "O", "N", "N", "N", "N", "N", "N", "N", "N", "N", "N", "N", "N", "C", "C", "C", "C", "C", "C", "C", "C", "C", "C", "C", "C", "C", "C", "C", "C", "C", "C", "C", "C", "C", "C", "C", "C", "C", "C", "C", "C", "C", "C", "C", "C", "C", "C", "C", "C", "C", "C", "C", "C", "C", "C", "C", "C", "C", "B", "H", "H", "H", "H", "H", "H", "H", "H", "H", "H", "H", "H", "H", "H", "H", "H", "H", "H", "H", "H", "H", "H", "H", "H", "H", "H", "H", "H", "H", "H", "H", "H", "H", "H", "H", "H", "H", "H", "H", "H", "H", "H", "H"],
  "coordinates": [[-0.58855, 1.26287, -0.19327], [0.46162, -2.49541, 5.74809], [-2.50079, -1.62879, 2.45639], [-4.26225, -6.73579, 2.27036], [-3.90150, -2.56942, 4.47338], [-2.81488, -5.80283, 0.28214], [1.18909, -0.20757, 0.21304], [3.33539, 1.01962, -0.53198], [-0.40916, 1.01550, 1.93686], [0.30378, 3.04428, -0.00911], [2.74322, -4.06587, 1.15440], [-0.14864, 4.05979, -0.80531], [-2.51325, 3.34851, -1.29555], [-0.59850, 2.61835, -2.77104], [2.42614, -2.62802, -0.52029], [-6.34075, -3.64753, 6.03380], [-1.38380, -0.70940, -0.27474], [-0.32800, 1.41524, -2.18794], [-0.40722, -4.64105, -1.40161], [-5.01362, -7.71115, 5.13924], [-2.54952, 2.29073, -0.42893], [-4.94409, -5.21742, 4.57205], [3.23309, -4.61800, -0.01212], [3.84789, -5.85496, -0.22657], [0.09822, 6.51823, -1.06203], [0.69495, -1.80921, 4.01051], [-1.14013, 1.82634, 2.88569], [-3.74728, 3.86317, -1.43557], [-4.06648, 5.00480, -2.33609], [-4.98072, -6.58899, 4.86895], [-1.78382, -3.19329, 0.20620], [4.23726, -6.15489, -1.51228], [-2.93877, -2.89105, 2.39453], [4.64273, -0.37639, 0.93853], [-1.55639, -1.82557, -0.04599], [1.41704, -2.52225, 3.07988], [4.63668, 0.84936, 0.05984], [-0.36100, 2.54211, -4.08552], [1.24643, 4.94344, 0.65766], [1.93278, 2.81979, 1.91528], [0.08540, 1.25365, -4.36557], [1.59555, -2.02174, 1.78406], [-5.70177, -4.35436, 5.38216], [-3.82623, -5.49313, 2.35520], [3.28380, 2.04297, -1.53490], [0.24966, -0.12211, 2.40296], [0.08103, -0.60302, 3.68268], [3.42989, -4.02869, -2.38173], [-1.06632, -4.02560, -0.68135], [-0.58108, 3.67520, -5.02399], [-4.14773, -4.69922, 3.45697], [-3.82182, 2.15273, -0.02565], [-4.23296, 1.11303, 0.95577], [4.03019, -5.25528, -2.57458], [3.86323, 1.59504, -2.86049], [0.08526, 0.57202, -3.16320], [3.03608, -3.73295, -1.07998], [0.39745, 5.21301, -0.41454], [0.48913, -0.84170, -2.92872], [2.27153, -2.89755, 0.81695], [-3.06886, -5.00380, 1.30148], [-4.60753, 3.12009, -0.63854], [1.06489, -0.77378, 1.47431], [1.16478, 3.58529, 0.89176], [-2.60003, -3.68296, 1.28786], [-3.67577, -3.37852, 3.44551], [-1.17935, 3.77365, -1.92638], [2.22770, 2.29099, -1.65184], [-0.10181, 4.58567, -4.66821], [-0.17441, 3.42636, -6.00100], [4.35345, -5.53772, -3.56723], [0.34591, 6.49654, -2.12280], [4.00811, -6.54091, 0.59344], [5.65884, -0.59788, 1.26195], [4.03982, -0.23308, 1.83803], [2.04519, 0.27257, 0.00111], [1.53859, -0.97917, -3.19612], [5.38927, 0.76713, -0.72604], [-5.03393, 5.42339, -2.06994], [3.34980, 0.70142, -3.21737], [-5.26659, 0.81875, 0.78469], [-3.60595, 0.22851, 0.88419], [0.67809, 7.30513, -0.58693], [-0.95879, 6.76742, -0.96882], [3.27305, -3.34210, -3.20321], [2.94597, 3.21631, 1.96745], [-3.31936, 5.79312, -2.27209], [-1.93425, 1.23238, 3.33389], [1.99990, 1.76130, 1.68453], [-1.31711, 4.73841, -2.60342], [1.85793, 5.65358, 1.18725], [4.92877, 1.38116, -2.79869], [-4.11977, 4.67253, -3.37392], [-1.64608, 3.87921, -5.14059], [1.49609, 2.93874, 2.90778], [-0.45832, 2.19939, 3.64743], [3.79391, 2.93379, -1.15415], [4.71621, -7.10203, -1.71841], [3.72996, 2.38116, -3.60414], [1.84930, -3.48449, 3.31615], [-1.56182, 2.64618, 2.31016], [-4.17055, 1.49456, 1.97689], [-0.09742, -1.51314, -3.55594], [0.35203, -1.12806, -1.89190], [4.27780, -1.24946, 0.39637], [-5.66674, 3.27213, -0.52318], [0.36686, 0.86621, -5.32952], [4.86555, 1.74848, 0.64279], [-0.52646, -0.09600, 4.41569], [2.08567, -1.81803, -1.00329]],
  "forces_ev_per_angstrom": [[0.0, 0.0, -0.3], [0.0, 0.0, 0.0], [0.0, 0.0, -0.1], [0.0, 0.1, 0.0], [0.0, -0.1, -0.1], [0.0, 0.0, 0.0], [-0.1, -0.1, 0.0], [0.0, -0.1, 0.0], [0.0, 0.0, 0.1], [-0.2, 0.1, 0.1], [0.0, 0.1, 0.1], [0.0, 0.0, 0.0], [0.0, -0.1, 0.1], [0.0, 0.0, -0.1], [-0.1, -0.1, 0.0], [0.0, 0.0, 0.0], [-0.2, -0.3, 0.0], [-0.1, 0.0, -0.1], [0.0, 0.0, -0.1], [0.0, -0.1, 0.0], [-0.1, 0.1, 0.1], [0.0, 0.0, 0.0], [0.0, 0.0, -0.1], [0.0, 0.0, 0.0], [0.0, 0.0, 0.0], [0.0, 0.0, 0.0], [0.0, 0.0, 0.0], [0.0, -0.1, 0.0], [0.0, 0.0, 0.0], [0.0, 0.0, 0.0], [0.2, -0.1, -0.2], [0.0, 0.0, 0.0], [0.0, 0.0, 0.0], [0.0, -0.1, 0.0], [-0.3, 0.4, 0.2], [0.0, 0.0, 0.0], [0.1, 0.1, 0.1], [0.0, 0.0, 0.0], [0.0, 0.0, 0.0], [0.0, -0.1, 0.0], [0.0, 0.0, 0.0], [0.0, 0.0, 0.0], [0.0, 0.0, 0.0], [0.0, 0.0, 0.0], [0.0, 0.1, -0.1], [0.1, 0.0, 0.0], [0.0, 0.0, 0.0], [0.0, 0.0, 0.0], [0.0, 0.0, 0.1], [0.0, 0.0, 0.0], [0.0, 0.0, -0.1], [0.0, 0.0, -0.1], [-0.1, 0.0, 0.1], [0.0, 0.0, 0.0], [0.0, 0.0, 0.0], [0.1, 0.0, 0.0], [0.0, 0.0, 0.0], [0.0, 0.0, 0.0], [0.0, 0.0, 0.0], [0.0, -0.1, 0.0], [0.0, 0.0, 0.0], [0.0, 0.1, 0.0], [0.0, 0.0, 0.0], [0.1, 0.0, 0.0], [0.0, 0.0, 0.1], [0.0, 0.0, 0.1], [0.0, 0.0, 0.0], [0.0, 0.0, 0.0], [0.0, 0.0, 0.0], [0.0, 0.0, 0.0], [0.0, 0.0, 0.0], [0.0, 0.0, 0.0], [0.0, 0.0, 0.0], [0.0, 0.1, 0.0], [-0.1, 0.0, 0.0], [0.5, -0.1, 0.2], [0.0, 0.0, 0.0], [-0.1, -0.1, -0.1], [0.0, 0.0, 0.0], [0.0, 0.0, 0.0], [0.0, 0.0, 0.0], [0.1, -0.1, 0.0], [0.0, 0.0, 0.0], [0.0, 0.0, 0.0], [0.0, 0.0, 0.0], [0.0, 0.0, 0.0], [0.0, 0.0, 0.0], [0.0, 0.0, 0.0], [0.0, 0.0, 0.0], [0.0, 0.0, 0.0], [0.0, 0.0, 0.0], [0.0, 0.0, 0.0], [0.0, 0.0, 0.0], [0.0, 0.0, 0.0], [0.0, 0.0, 0.0], [0.0, 0.0, 0.0], [0.0, 0.0, 0.0], [0.0, 0.0, 0.0], [0.0, 0.0, 0.0], [0.0, 0.0, 0.0], [0.0, 0.0, 0.0], [0.0, 0.0, 0.0], [0.0, 0.0, 0.0], [0.0, 0.0, 0.0], [0.1, 0.1, 0.0], [0.0, 0.0, 0.0], [0.0, 0.0, 0.0], [0.0, 0.0, 0.0], [0.0, 0.0, 0.0], [0.1, 0.0, 0.0]],
  "lowdin_spin": [2.41, 0.00, 0.01, 0.00, 0.00, 0.02, 0.09, 0.00, 0.03, 0.03, 0.00, 0.00, 0.00, 0.00, 0.00, 0.21, 0.15, 0.04, 0.19, 0.22, 0.13, 0.36, 0.00, 0.00, 0.01, 0.00, 0.00, 0.02, 0.00, 0.04, 0.32, 0.00, 0.05, 0.00, 0.07, 0.00, 0.00, 0.04, 0.02, 0.00, 0.01, 0.00, 0.04, 0.04, 0.00, 0.00, 0.00, 0.00, 0.03, 0.01, 0.09, 0.02, 0.00, 0.00, 0.00, 0.02, 0.00, 0.04, 0.00, 0.00, 0.08, 0.01, 0.01, 0.02, 0.07, 0.03, 0.00, 0.00, 0.00, 0.00, 0.00, 0.00, 0.00, 0.00, 0.00, 0.00, 0.00, 0.00, 0.00, 0.00, 0.00, 0.00, 0.00, 0.00, 0.00, 0.00, 0.00, 0.00, 0.00, 0.00, 0.00, 0.00, 0.00, 0.00, 0.00, 0.00, 0.00, 0.00, 0.00, 0.00, 0.00, 0.00, 0.00, 0.00, 0.00, 0.00, 0.00, 0.00, 0.00, 0.00],
  "spin_multiplicity": 6,
  "total_charge": 2,
  "energy_ev": -155542.0197
}



{
  "formula": "C10H9OP",
  "method": "the ωB97M-V functional and the def2-TZVPD basis",
  "symbols": ["P", "O", "C", "C", "C", "C", "C", "C", "C", "C", "C", "C", "H", "H", "H", "H", "H", "H", "H", "H", "H"],
  "coordinates": [[-1.38401, 0.27941, -1.49212], [-1.64337, 1.82446, 1.02988], [0.21104, 0.30527, -0.70100], [-1.82581, -0.66542, 0.86347], [0.88804, -0.80785, -0.29845], [0.81863, 1.52791, -0.41920], [2.70144, 0.52219, 0.68790], [-2.12814, 0.56904, 1.02115], [-2.13799, -1.15418, -0.48944], [2.04725, 1.63853, 0.13248], [2.13537, -0.74324, 0.38593], [-2.38215, 1.49726, -0.11123], [-1.43236, -1.36070, 1.53372], [0.12575, 2.39371, -0.57219], [2.41896, 2.58284, 0.41064], [0.64885, -1.84513, -0.50144], [2.52382, -1.59981, 0.87700], [-3.14722, -1.37606, -0.69198], [3.51954, 0.74948, 1.34528], [-3.42324, 1.95512, -0.24012], [-1.59472, -2.13311, -0.80914]],
  "forces_ev_per_angstrom": [[-2.6, 0.9, 0.0], [0.5, 1.5, 2.3], [0.6, 0.3, 0.4], [-0.6, -2.8, 0.9], [2.6, -1.7, 0.5], [-2.4, 1.0, -1.1], [-1.6, -0.5, -1.5], [-0.8, 3.2, -1.6], [2.3, -1.4, -2.0], [0.7, -0.9, 1.6], [-0.5, 2.5, 0.6], [-0.5, -2.4, -1.6], [1.0, -0.5, 1.3], [1.3, -0.4, -0.1], [0.4, 1.2, 0.0], [-0.9, 0.2, -0.1], [0.4, -0.9, -0.1], [-1.4, 0.1, -0.4], [0.5, -0.6, 0.0], [1.8, -0.4, 0.0], [-0.7, 1.6, 0.9]],
  "lowdin_charge": [1.07, 0.01, -0.47, -0.17, -0.11, -0.12, -0.05, -0.31, -0.33, -0.09, -0.05, -0.25, 0.10, 0.12, 0.09, 0.10, 0.08, 0.06, 0.09, 0.13, 0.11],
  "smiles": "C1=C2O[C@H]2P(c2ccccc2)C1",
  "total_charge": 0,
  "energy_ev": -21846.7533
}



Relative energy (zero: lowest compared OMol25 entry of this formula, charge and spin) / kcal/mol: 0.0; 44.1